# 1
# C37H47N3P2PtSeSi

C37H47N3P2PtSeSi as an isolated structure (the ωB97M-V functional and the def2-TZVPD basis, the OMol25 dataset).

Geometry (Å):
Pt1 -0.338 0.436 -0.577
Se1 -2.346 0.612 -2.310
P1 1.482 0.897 -1.933
P2 -0.623 0.660 1.828
Si1 -4.183 1.492 -1.329
N1 -0.230 2.426 -0.358
N2 -0.560 -2.510 0.118
N3 -0.424 -1.623 -0.997
C1 3.359 1.346 0.032
C2 -1.274 2.381 1.843
C3 -1.677 -0.029 4.359
C4 1.497 -3.849 -0.344
C5 5.556 1.436 -1.661
C6 0.488 3.230 -1.195
C7 -3.905 3.315 -0.963
C8 -3.424 -1.659 4.652
C9 5.718 1.657 -0.297
C10 -3.444 -1.888 3.284
C11 1.472 -2.161 -5.358
C12 2.488 -1.282 -3.362
C13 -0.060 4.402 0.648
C14 0.943 0.742 2.763
C15 2.424 -2.254 -4.351
C16 -0.557 3.120 0.769
C17 4.620 1.619 0.547
C18 1.822 -0.332 2.616
C19 1.299 1.788 3.609
C20 2.501 1.751 4.303
C21 -2.540 -0.729 5.187
C22 3.014 -0.381 3.321
C23 0.607 4.472 -0.602
C24 -0.738 -4.488 -1.305
C25 -2.581 -1.188 2.451
C26 0.635 -0.127 -4.375
C27 -0.338 -4.639 1.161
C28 -4.723 0.625 0.251
C29 1.039 2.614 -2.446
C30 -5.587 1.331 -2.572
C31 -1.695 -0.253 2.984
C32 0.581 -1.098 -5.366
C33 3.189 1.109 -1.328
C34 -0.019 -3.863 -0.113
C35 4.297 1.173 -2.176
C36 1.601 -0.201 -3.369
C37 3.355 0.665 4.169
H1 1.786 -3.232 -1.199
H2 1.909 3.149 -2.823
H3 -0.058 -2.074 0.883
H4 4.736 1.800 1.608
H5 -1.263 -1.704 -1.574
H6 -1.206 2.867 2.816
H7 2.494 1.320 0.686
H8 -0.504 -5.551 -1.364
H9 0.098 -4.145 2.034
H10 -4.094 -2.204 5.304
H11 0.375 -1.875 -1.580
H12 -0.173 -1.026 -6.140
H13 -3.504 3.817 -1.846
H14 -4.013 0.760 1.066
H15 -2.522 -0.550 6.255
H16 1.102 5.333 -1.023
H17 -6.503 1.798 -2.197
H18 -2.337 2.268 1.612
H19 1.421 -2.918 -6.129
H20 -4.132 -2.609 2.861
H21 2.017 -3.474 0.542
H22 -3.182 3.464 -0.158
H23 -1.818 -4.375 -1.195
H24 -5.686 1.033 0.578
H25 3.122 -3.082 -4.335
H26 3.683 -1.222 3.193
H27 -2.588 -1.366 1.383
H28 -0.434 -4.034 -2.251
H29 -5.800 0.280 -2.779
H30 0.072 -5.648 1.105
H31 3.235 -1.363 -2.581
H32 6.704 1.864 0.102
H33 1.583 -1.122 1.912
H34 4.174 1.016 -3.241
H35 1.859 -4.858 -0.548
H36 2.772 2.577 4.948
H37 -4.847 -0.449 0.093
H38 0.281 2.549 -3.233
H39 4.290 0.639 4.714
H40 0.654 2.650 3.717
H41 -0.179 5.200 1.364
H42 -5.322 1.812 -3.516
H43 -0.983 0.684 4.789
H44 6.411 1.477 -2.323
H45 -4.840 3.807 -0.678
H46 -0.101 0.667 -4.367
H47 -1.416 -4.699 1.308

Results
E_tot = -5095.444644 hartree
gap between HOMO and LUMO = 7.085 eV
ΔE to the lowest compared entry with this formula, charge and spin = 85.6 kJ/mol

Atomic partial charges in e from the Mulliken method, atoms 1 to 2: Pt 0.690; Se -0.683

# 2
# C5H13N2O

An isolated ion of composition C5H13N2O and charge +1 in a non-equilibrium geometry (the ωB97M-V functional and the def2-TZVPD basis, the OMol25 dataset).

Geometry (Å):
O1 -0.068 0.879 2.059
N1 -1.760 -0.374 1.319
N2 1.494 0.565 0.160
C1 2.642 -0.275 -0.307
C2 -0.341 1.162 -1.343
C3 -0.601 0.247 1.141
C4 0.106 0.230 -0.237
C5 -2.361 -1.282 0.333
H1 1.569 0.649 1.217
H2 -3.003 -2.033 0.824
H3 -0.002 -0.802 -0.591
H4 -0.606 2.198 -1.064
H5 -2.201 -0.403 2.225
H6 3.478 0.239 -0.793
H7 1.651 1.498 -0.219
H8 3.017 -0.803 0.589
H9 -1.544 -1.946 0.007
H10 0.415 1.258 -2.131
H11 -2.913 -0.780 -0.463
H12 -1.307 0.846 -1.742
H13 2.335 -1.075 -0.986

Results
net charge = +1
E_tot = -382.816985 hartree
gap between HOMO and LUMO = 11.137 eV
SMILES = CNC(=O)[C@@H](C)[NH2+]C
ΔE to the lowest compared entry with this formula, charge and spin = 117.2 kJ/mol

Atomic partial charges in e from the Mulliken method, atoms 1 to 2: O -0.685; N -0.134

# 3
# C6H10O

An isolated molecule of C6H10O (the ωB97M-V functional and the def2-TZVPD basis, the OMol25 dataset).

Geometry (Å):
O1 1.899 -0.033 0.504
C1 1.196 1.127 0.036
C2 -1.524 0.809 -1.420
C3 -0.127 0.623 0.650
C4 -1.382 0.284 -0.047
C5 0.298 -1.919 0.493
C6 0.725 -0.600 1.108
H1 -2.535 1.212 -1.554
H2 1.228 1.213 -1.058
H3 -1.523 -0.098 -2.051
H4 0.457 -1.878 -0.592
H5 0.854 -0.687 2.194
H6 1.594 2.052 0.474
H7 -0.770 -2.065 0.680
H8 -0.471 1.224 1.507
H9 -0.772 1.509 -1.815
H10 0.854 -2.772 0.892

Results
E_tot = -309.685208 hartree
gap between HOMO and LUMO = 8.350 eV
ΔE to the lowest compared entry with this formula, charge and spin = 412.6 kJ/mol

Atomic partial charges in e from the Mulliken method, atoms 1 to 2: O -0.437; C -0.524